C11H8Cl2NOsS2Te4 | ωB97M-V/def2-TZVPD

Each line ends with the Löwdin charge.
Positions of all 29 atoms, in Å:
S: -0.63692 -2.49210 0.75969  0.438
S: 2.59047 0.99282 0.95425  0.398
C: 1.09575 2.63241 -2.31962  -0.032
C: 3.02011 0.75014 -1.79284  -0.075
Te: 4.98928 -1.83914 0.85550  0.125
N: 1.40289 2.25431 -1.05839  0.065
Cl: -3.43183 -3.93608 0.40968  0.712
Cl: -0.72409 0.58622 1.71677  0.623
C: -3.39018 -2.27358 0.87146  -0.678
Te: 2.56554 -2.81063 0.18596  0.263
C: 1.75379 2.06733 -3.37033  -0.025
C: 2.74009 1.11550 -3.09141  -0.004
H: 3.29213 0.66303 -3.90528  0.128
H: -5.54395 0.23754 1.57336  0.119
H: 0.32757 3.38471 -2.42033  0.141
C: -2.24017 -0.30580 1.43620  -0.583
C: 2.32332 1.32683 -0.73268  -0.710
C: -4.60408 -0.27841 1.43508  -0.057
C: -3.41175 0.39357 1.63518  -0.101
C: -4.59126 -1.61158 1.05621  -0.088
H: -3.39308 1.42930 1.94361  0.113
H: 0.92731 2.69595 -0.27006  0.149
H: -5.51469 -2.15061 0.90098  0.115
C: -2.16031 -1.63101 1.04733  -0.657
Te: 1.84228 -1.23405 3.60693  0.241
H: 3.77791 0.01290 -1.55866  0.072
H: 1.51526 2.36302 -4.38046  0.123
Te: 4.46578 -1.38163 3.50093  0.178
Os: 1.01282 -0.96095 1.01092  0.008

* HOMO energy (spin up / spin down): -9.82 / -10.75 eV
* total charge: +1
* ⟨S²⟩: 6.04
* energy relative to the best compared isomer or geometry (same formula, charge and spin): 26.9 kJ/mol
* multiplicity: 5